{
  "formula": "C64H66BrN8O2S4Si2Ti",
  "method": "ωB97M-V with the def2-TZVPD basis set",
  "species": ["Ti", "O", "C", "C", "C", "C", "C", "C", "C", "O", "N", "N", "C", "C", "Br", "C", "C", "C", "C", "C", "C", "C", "H", "H", "H", "H", "H", "H", "H", "H", "H", "H", "H", "H", "H", "H", "C", "Si", "C", "C", "C", "C", "C", "C", "C", "Si", "C", "C", "H", "H", "H", "H", "H", "H", "H", "H", "H", "H", "H", "H", "H", "H", "H", "H", "N", "S", "N", "S", "N", "S", "N", "C", "C", "C", "C", "C", "C", "C", "C", "C", "C", "C", "C", "C", "C", "C", "C", "C", "C", "C", "C", "C", "C", "C", "C", "C", "C", "C", "C", "C", "C", "C", "C", "C", "C", "C", "C", "H", "H", "H", "H", "H", "H", "H", "H", "H", "H", "H", "H", "H", "H", "H", "H", "H", "H", "H", "H", "H", "H", "H", "H", "H", "H", "H", "H", "H", "H", "C", "N", "C", "N", "S", "H", "H", "H", "H", "H", "H"],
  "positions_angstrom": [[0.098, -0.615, -0.099], [-0.985, -2.245, -5.242], [0.181, -1.529, -5.186], [0.560, -0.907, -6.373], [1.669, -0.088, -6.403], [2.428, 0.112, -5.253], [2.077, -0.554, -4.098], [0.962, -1.389, -4.043], [0.709, -2.145, -2.761], [0.322, -1.323, -1.714], [1.955, -2.838, -2.449], [2.304, -3.080, -1.166], [3.075, -4.077, -0.992], [3.748, -4.381, 0.262], [4.025, -2.930, 1.444], [4.280, -5.569, 0.564], [4.100, -6.816, -0.197], [5.165, -7.715, -0.271], [5.046, -8.898, -0.979], [3.850, -9.215, -1.609], [2.773, -8.347, -1.513], [2.893, -7.159, -0.808], [-1.199, -2.614, -4.378], [-0.040, -1.073, -7.256], [1.951, 0.393, -7.330], [3.300, 0.751, -5.277], [2.690, -0.463, -3.207], [-0.113, -2.876, -2.884], [2.168, -3.579, -3.115], [3.321, -4.750, -1.820], [4.915, -5.633, 1.439], [6.098, -7.472, 0.223], [5.886, -9.577, -1.035], [3.754, -10.142, -2.156], [1.828, -8.603, -1.974], [2.030, -6.515, -0.692], [-0.246, -4.184, 0.875], [-0.814, -2.475, 1.395], [-0.267, -2.229, 3.183], [-2.711, -2.500, 1.477], [-3.257, -3.485, 2.308], [-4.618, -3.573, 2.551], [-5.472, -2.650, 1.973], [-4.955, -1.662, 1.149], [-3.582, -1.574, 0.874], [-3.096, -0.378, -0.487], [-4.597, 0.636, -0.905], [-2.689, -1.380, -2.012], [-0.774, -4.938, 1.464], [0.821, -4.299, 1.050], [-0.438, -4.380, -0.181], [0.668, -2.764, 3.356], [-1.019, -2.630, 3.867], [-0.093, -1.183, 3.430], [-2.602, -4.202, 2.789], [-5.006, -4.353, 3.193], [-6.537, -2.697, 2.160], [-5.648, -0.955, 0.720], [-4.414, 1.325, -1.728], [-5.028, 1.185, -0.072], [-5.336, -0.087, -1.254], [-3.635, -1.570, -2.525], [-2.248, -2.345, -1.758], [-2.026, -0.835, -2.685], [1.330, -0.187, 1.119], [1.906, 1.175, 1.661], [1.039, 2.365, 1.637], [-0.874, 1.913, 2.885], [-1.681, 2.641, 1.633], [-1.568, 2.193, 0.159], [-1.601, 0.642, -0.152], [-0.235, 2.915, -0.783], [-0.127, 4.295, -0.659], [0.895, 4.949, -1.320], [1.799, 4.229, -2.092], [1.676, 2.855, -2.211], [0.647, 2.192, -1.561], [-2.966, 3.109, -0.465], [-2.994, 3.456, -1.806], [-4.089, 4.156, -2.290], [-5.125, 4.507, -1.438], [-5.075, 4.157, -0.095], [-3.994, 3.452, 0.406], [-0.280, 3.266, 3.869], [-0.098, 3.007, 5.217], [0.405, 4.015, 6.027], [0.705, 5.256, 5.484], [0.515, 5.493, 4.128], [0.027, 4.489, 3.305], [-2.435, 1.663, 3.789], [-3.218, 2.672, 4.335], [-4.439, 2.344, 4.900], [-4.878, 1.023, 4.916], [-4.092, 0.023, 4.366], [-2.865, 0.348, 3.800], [2.506, 0.807, 3.304], [2.689, -0.498, 3.733], [3.142, -0.732, 5.024], [3.415, 0.335, 5.867], [3.215, 1.638, 5.433], [2.750, 1.882, 4.150], [3.424, 1.392, 0.736], [4.259, 2.454, 1.060], [5.400, 2.676, 0.307], [5.710, 1.839, -0.757], [4.879, 0.773, -1.066], [3.735, 0.541, -0.315], [-0.825, 4.850, -0.045], [0.990, 6.022, -1.227], [2.604, 4.744, -2.599], [2.378, 2.290, -2.808], [0.578, 1.117, -1.665], [-2.194, 3.184, -2.479], [-4.121, 4.428, -3.335], [-5.974, 5.057, -1.821], [-5.882, 4.433, 0.570], [-3.949, 3.173, 1.448], [-0.341, 2.038, 5.633], [0.556, 3.827, 7.080], [1.092, 6.041, 6.119], [0.757, 6.459, 3.708], [-0.091, 4.637, 2.241], [-2.883, 3.701, 4.330], [-5.051, 3.122, 5.337], [-5.832, 0.777, 5.363], [-4.423, -1.007, 4.373], [-2.249, -0.431, 3.372], [2.452, -1.310, 3.069], [3.278, -1.748, 5.370], [3.772, 0.151, 6.872], [3.408, 2.469, 6.100], [2.547, 2.889, 3.811], [4.007, 3.123, 1.872], [6.049, 3.506, 0.553], [6.608, 2.012, -1.335], [5.130, 0.105, -1.880], [3.109, -0.320, -0.525], [-0.580, 3.420, -6.651], [-1.545, 2.347, -6.775], [-1.918, 1.526, -5.783], [-2.827, 0.580, -6.119], [-1.334, 1.635, -4.210], [0.163, 3.341, -7.444], [-0.087, 3.325, -5.686], [-1.068, 4.393, -6.711], [-1.977, 2.219, -7.676], [-3.008, 0.359, -7.084], [-2.960, -0.164, -5.453]],
  "forces_ev_per_a": [[-0.36, 0.42, 1.18], [0.04, -0.08, 0.09], [-0.10, 0.11, 0.00], [-0.02, 0.07, 0.08], [0.01, 0.03, -0.05], [-0.04, -0.01, 0.00], [0.06, 0.02, 0.01], [-0.12, 0.01, -0.18], [-0.15, 0.04, 0.22], [0.57, -0.45, -0.77], [0.00, 0.02, -0.08], [-0.11, -0.02, 0.00], [0.07, -0.15, 0.02], [0.06, -0.15, 0.03], [-0.05, 0.08, 0.04], [-0.06, 0.01, 0.02], [0.04, 0.05, 0.02], [0.04, 0.01, -0.04], [-0.02, 0.01, 0.00], [-0.01, 0.03, 0.02], [0.04, -0.02, 0.00], [-0.06, 0.01, 0.01], [0.00, 0.06, -0.01], [-0.05, 0.00, -0.05], [0.01, 0.00, -0.01], [0.02, 0.02, 0.01], [-0.02, 0.00, 0.00], [0.15, 0.00, 0.00], [0.00, 0.09, 0.02], [0.01, 0.05, 0.01], [-0.02, -0.01, 0.05], [0.01, 0.00, 0.01], [0.02, -0.02, 0.00], [0.00, -0.03, -0.02], [-0.03, -0.01, -0.02], [0.01, 0.03, -0.01], [-0.07, -0.08, -0.09], [-0.14, 0.08, -0.04], [-0.04, -0.05, 0.06], [-0.07, -0.02, 0.07], [0.00, 0.09, -0.01], [0.03, -0.03, 0.01], [-0.03, 0.04, 0.00], [0.08, -0.07, 0.05], [-0.04, 0.06, 0.10], [0.09, 0.07, -0.08], [0.01, 0.00, -0.11], [0.14, -0.01, 0.01], [0.02, -0.06, 0.00], [0.15, 0.00, 0.01], [-0.03, -0.01, -0.02], [0.05, -0.02, 0.00], [0.03, -0.03, 0.05], [-0.02, 0.03, 0.00], [0.03, -0.03, 0.01], [-0.01, -0.02, 0.01], [-0.01, 0.01, 0.00], [-0.03, 0.06, -0.05], [-0.01, -0.01, -0.02], [-0.03, -0.02, 0.02], [-0.06, -0.04, -0.02], [-0.05, -0.04, -0.01], [0.06, -0.03, 0.01], [-0.04, 0.03, -0.05], [0.02, -0.07, -0.44], [-0.24, 0.09, -0.09], [0.34, 0.25, -0.10], [-0.67, -0.06, 0.09], [0.28, 0.22, 0.03], [-0.08, -0.47, -0.01], [-0.07, 0.30, -0.02], [0.04, 0.10, 0.08], [0.08, -0.01, -0.02], [-0.02, 0.01, 0.02], [0.02, -0.03, 0.01], [0.01, 0.04, 0.00], [-0.07, -0.03, 0.15], [0.01, -0.02, 0.01], [-0.04, 0.04, 0.04], [0.04, -0.01, 0.00], [0.00, -0.02, 0.01], [0.00, 0.00, 0.03], [0.05, 0.06, -0.09], [0.07, 0.00, 0.04], [0.01, 0.06, 0.00], [-0.01, 0.04, -0.01], [0.01, -0.05, 0.01], [0.01, -0.03, -0.01], [-0.05, 0.11, -0.02], [0.13, -0.28, -0.04], [-0.01, 0.09, 0.03], [0.00, 0.00, 0.00], [0.01, -0.01, -0.02], [-0.03, 0.04, 0.02], [-0.02, -0.03, 0.08], [0.08, -0.13, 0.03], [0.05, 0.07, 0.12], [0.00, 0.01, -0.03], [-0.01, -0.01, 0.02], [-0.02, 0.04, -0.03], [0.02, -0.06, 0.04], [0.14, -0.13, -0.04], [-0.09, 0.13, -0.14], [0.00, 0.02, 0.05], [-0.01, -0.01, -0.02], [0.00, 0.02, 0.04], [0.00, -0.15, -0.01], [-0.03, 0.00, 0.01], [0.00, 0.01, 0.00], [0.01, 0.01, -0.01], [0.00, -0.03, -0.02], [-0.12, 0.02, -0.25], [0.02, 0.01, 0.00], [0.00, 0.00, -0.04], [-0.02, 0.02, 0.00], [-0.01, 0.01, 0.01], [0.03, -0.01, 0.04], [-0.01, -0.03, 0.01], [0.01, 0.00, 0.04], [0.01, 0.02, 0.02], [0.00, 0.02, -0.01], [0.00, -0.02, 0.06], [0.04, 0.00, -0.03], [-0.02, 0.01, 0.01], [-0.01, 0.00, 0.01], [-0.01, -0.03, -0.01], [0.03, -0.03, -0.04], [0.02, -0.10, -0.11], [0.01, -0.03, 0.00], [0.01, -0.01, 0.02], [0.01, 0.02, 0.01], [0.01, 0.04, -0.04], [-0.04, -0.01, 0.04], [0.02, 0.00, 0.01], [0.02, 0.01, -0.02], [0.00, -0.02, -0.02], [0.03, 0.07, 0.05], [0.04, 0.05, 0.03], [-0.03, -0.05, -0.06], [0.04, -0.04, 0.08], [0.00, -0.07, 0.09], [0.02, -0.13, -0.12], [0.00, 0.01, -0.02], [-0.01, 0.01, -0.04], [0.01, 0.02, 0.02], [0.01, 0.00, 0.02], [0.02, -0.01, -0.03], [0.02, 0.05, -0.04]],
  "charge": 1,
  "homo_ha": -0.356,
  "e_lumo_ha": -0.072
}